Computed, not measured: a cluster of 8 separate species, C33H70NO14PS7 in total, with wB97M-V/def2-TZVPD.

The calculation puts the relative energy (zero: lowest compared OMol25 entry of this formula, charge and spin) at 2.278 eV. The HOMO-LUMO gap is 8.1 eV. The SMILES is O=S1(=O)CCCC1.O=S1(=O)CCCC1.O=S1(=O)CCCC1.O=S1(=O)CCCC1.O=S1(=O)CCCC1.O=S1(=O)CCCC1.O=S1(=O)CCCC1.CCCCCPN. The total charge is 0.

Last column: Löwdin charge in e.
Positions of all 126 atoms, in Å:
S  -2.8835  -0.0889  6.3719  0.666
S  -6.1475  3.2610  8.2984  0.669
S  3.8355  -1.1803  -8.3814  0.670
S  6.3181  -3.4022  -5.7026  0.691
S  4.0034  -0.7784  6.1904  0.665
S  0.4830  -1.5206  2.3296  0.667
S  -1.7440  0.6805  -7.6550  0.669
P  -3.3577  2.7006  -0.1953  0.773
O  -1.9424  -1.1866  6.4460  -0.339
O  6.5067  -3.5106  -7.1340  -0.309
O  0.6717  -1.6290  0.8982  -0.326
O  3.9677  -2.5957  -8.6634  -0.332
O  4.4230  -0.9422  4.8129  -0.335
O  0.2307  -0.2527  2.9848  -0.340
O  -6.5869  4.2123  7.2994  -0.323
O  3.3961  -0.2290  -9.3804  -0.334
O  -0.8550  1.4575  -6.8171  -0.324
O  6.0658  -2.1343  -5.0474  -0.330
O  3.8711  -1.8983  7.0984  -0.320
O  -6.0153  1.8455  8.0164  -0.334
O  -3.0585  0.8571  7.4558  -0.339
O  -2.9152  0.0082  -7.1289  -0.338
N  -2.5884  1.2451  0.5198  -0.290
C  4.1114  1.6766  7.1974  -0.221
C  -3.1354  1.7420  -4.3961  -0.256
C  -0.7675  -0.4862  -8.5914  -0.215
C  -5.0615  4.7347  10.1633  -0.228
C  -1.1602  1.4300  -10.0894  -0.222
C  -3.4443  0.1133  3.8276  -0.223
C  -2.0375  1.8349  -3.1698  -0.221
C  -0.9000  -0.0753  -10.0569  -0.211
C  1.2393  -3.5440  3.8744  -0.208
C  -1.8936  3.4034  -2.7173  -0.280
C  1.8421  -2.3440  3.1459  -0.218
C  5.3612  -0.5914  -7.6735  -0.232
C  -7.1428  3.4775  9.7661  -0.229
C  -2.2342  1.6856  -9.0425  -0.232
C  5.8236  -5.8482  -4.9271  -0.222
C  7.0743  -5.4256  -4.1578  -0.219
C  3.7875  -0.4620  -5.8252  -0.218
C  -2.5804  0.8139  4.8657  -0.226
C  2.8402  -0.9638  -6.9137  -0.225
C  2.4860  0.1554  6.2208  -0.238
C  -4.6218  3.8499  9.0063  -0.235
C  5.0183  0.4683  6.9698  -0.228
C  4.9215  0.2934  -6.5165  -0.216
C  -4.6218  1.2181  -3.9456  -0.151
C  -0.7757  -2.6817  2.8226  -0.238
C  -4.4781  -0.7385  5.8954  -0.223
C  5.0594  -4.5633  -5.2096  -0.225
C  -0.0114  -3.9665  3.1051  -0.220
C  -6.1956  3.9793  10.8546  -0.223
C  7.6772  -4.2256  -4.8863  -0.220
C  -4.7815  -0.1568  4.5157  -0.210
C  2.6831  1.1557  7.3501  -0.221
C  -1.9915  3.6766  -1.1042  -0.453
H  -3.5664  0.7239  2.9282  0.093
H  2.3219  -1.6507  3.8414  0.067
H  -5.7824  3.1260  11.4061  0.120
H  -7.9209  4.2126  9.5425  0.107
H  -2.2165  1.0770  -2.2964  0.079
H  4.3179  -4.6701  -6.0032  0.114
H  1.9620  -4.3622  3.9527  0.121
H  4.2006  -1.3152  -5.2737  0.081
H  -4.9742  0.4394  -4.7749  0.077
H  2.5570  -2.6582  2.3805  0.114
H  5.2177  -6.5593  -4.3580  0.120
H  -5.3874  2.1312  -4.0021  0.082
H  -7.5997  2.5229  10.0392  0.105
H  -2.9817  -0.8362  3.5329  0.098
H  8.3921  -4.5398  -5.6517  0.110
H  5.9207  -1.4602  -7.3143  0.051
H  -1.4775  1.7660  -11.0809  0.118
H  3.2604  0.1706  -5.1041  0.121
H  -2.6794  4.1326  -3.2348  0.108
H  -1.5163  0.7920  4.6246  0.089
H  -3.2576  2.8182  -4.8759  0.112
H  -2.2541  4.8345  -0.9800  0.075
H  5.9409  -0.0561  -8.4274  0.115
H  -0.6173  -4.6777  3.6742  0.119
H  -5.4081  -0.8365  3.9298  0.116
H  -2.2998  2.7324  -8.7410  0.111
H  0.2680  -0.4144  -8.2476  0.078
H  -0.9141  3.5498  -0.6502  0.083
H  5.7489  0.4997  -5.8314  0.117
H  -2.6893  0.9898  -5.1893  0.057
H  0.9594  -3.2538  4.8944  0.121
H  -5.4340  5.6932  9.7827  0.121
H  2.0621  -0.2287  -7.1373  0.084
H  5.3883  0.0619  7.9150  0.108
H  5.8587  0.7137  6.3155  0.106
H  1.9486  1.9649  7.3030  0.120
H  -5.2275  -0.4384  6.6322  0.094
H  4.5491  1.2520  -6.8971  0.120
H  6.7944  -5.1354  -3.1378  0.120
H  4.5866  -4.1785  -4.3011  0.115
H  6.1137  -6.3277  -5.8696  0.124
H  -5.3320  0.7854  4.6256  0.122
H  -4.6634  0.6482  -2.9241  0.057
H  -0.8297  3.7935  -3.0905  0.111
H  -2.9105  1.8453  5.0216  0.113
H  -6.7226  4.6118  11.5757  0.115
H  -0.2427  1.9696  -9.8259  0.124
H  -4.2401  2.2080  -1.2262  -0.090
H  -3.2106  1.3299  -9.3849  0.111
H  2.3867  0.6639  5.2572  0.112
H  -0.0035  -0.3433  -10.6247  0.121
H  -1.7474  -0.6018  -10.5125  0.120
H  4.1647  2.3463  6.3305  0.120
H  1.6388  -0.5133  6.3822  0.112
H  8.1569  -3.5323  -4.1908  0.107
H  -4.0623  2.9810  9.3655  0.109
H  -1.5172  -2.7885  2.0290  0.112
H  -4.4037  -1.8290  5.8625  0.105
H  -0.9896  1.5329  -3.6558  0.111
H  2.3833  -1.9184  -6.6407  0.107
H  7.7970  -6.2438  -4.0795  0.118
H  -4.2341  4.9410  10.8484  0.117
H  -1.5663  1.4464  0.6316  0.030
H  0.2786  -4.4461  2.1626  0.120
H  -1.2485  -2.2968  3.7311  0.091
H  -2.6299  0.4580  -0.1821  0.021
H  4.4293  2.2491  8.0744  0.116
H  2.5740  0.6545  8.3193  0.124
H  -4.0421  4.3851  8.2524  0.113
H  -1.1472  -1.4969  -8.4211  0.111

Computed, not measured: a structure of composition C33H71F4N7O8S4, with wB97M-V/def2-TZVPD.

The calculation puts the relative energy (zero: lowest compared OMol25 entry of this formula, charge and spin) at 12.690 eV. The HOMO-LUMO gap is 9.2 eV. The total charge is +2.

Last column: Löwdin charge in e.
Positions of all 127 atoms, in Å:
S  24.9485  5.1791  -5.4301  0.597
S  21.4175  11.6326  -8.0426  0.553
S  23.7474  11.3866  -7.4744  0.447
S  23.3078  6.4908  -6.5428  0.561
F  20.5886  12.9499  -8.4325  -0.198
F  22.3309  7.6596  -6.0425  -0.189
F  26.0598  5.4601  -4.2755  -0.177
F  24.8722  12.3010  -6.6533  -0.238
O  24.2047  4.1213  -4.7827  -0.287
O  20.5406  11.1222  -7.0019  -0.306
O  23.8374  7.0578  -7.7468  -0.231
O  21.3535  10.9640  -9.3258  -0.267
O  24.5022  11.1742  -8.6702  -0.259
O  22.2841  5.4677  -6.5449  -0.280
O  25.7745  4.9657  -6.6179  -0.228
O  23.4678  10.3190  -6.5507  -0.301
N  22.2600  3.7633  -3.1844  -0.188
N  28.2040  8.6455  -7.1829  -0.241
N  22.8116  12.0757  -3.9125  -0.025
N  22.7270  12.5397  -7.5595  -0.239
N  24.2323  10.5180  -3.4431  -0.033
N  18.7431  6.5961  -9.4848  -0.271
N  24.3096  6.5536  -5.2379  -0.223
C  20.2894  3.3270  -4.5424  -0.147
C  22.9196  3.0743  -1.9842  0.046
C  16.4221  4.0546  -7.7935  -0.223
C  24.9628  11.6765  -3.5245  0.008
C  21.5699  12.7801  -4.1880  -0.160
C  29.1728  12.5309  -4.8888  -0.087
C  29.1059  8.1131  -8.2693  -0.115
C  28.6336  10.0477  -6.7731  -0.105
C  17.9424  7.3056  -10.5486  0.053
C  26.8727  7.4847  -8.8253  -0.139
C  20.7159  3.7226  -3.1282  -0.035
C  18.0101  5.2869  -9.1227  -0.133
C  17.4807  3.6799  -6.7481  -0.108
C  21.5047  3.0326  -5.4045  -0.136
C  16.6913  5.4378  -8.4008  -0.172
C  22.6417  2.9165  -4.3988  -0.134
C  24.7715  9.2261  -3.0214  -0.074
C  20.5569  12.7903  -3.0524  -0.052
C  23.5240  7.3544  -2.3730  -0.265
C  27.9465  12.2136  -5.7205  -0.270
C  22.8096  6.0384  -2.0842  -0.108
C  24.0314  12.6480  -3.7686  -0.006
C  20.1363  8.3083  -8.6859  -0.151
C  22.9402  10.7580  -3.6492  0.003
C  23.4926  8.4315  -1.2680  -0.065
C  22.8836  5.1335  -3.3266  -0.159
C  28.3341  7.1190  -9.1397  -0.113
C  26.8054  8.6730  -7.8609  -0.082
C  18.9373  7.4506  -8.2787  -0.094
C  28.2068  7.7036  -5.9748  0.061
C  27.5904  10.7460  -5.9007  -0.189
C  20.1434  6.2112  -9.9302  -0.065
C  20.9377  7.5148  -9.7335  -0.119
H  20.8124  8.4307  -7.8434  0.095
H  24.1604  8.3663  -3.2846  -0.011
H  22.7812  1.8713  -4.1300  0.140
H  20.4208  4.7296  -2.8442  0.120
H  19.7511  12.0685  -3.2080  0.077
H  21.8239  13.7720  -4.5559  0.136
H  24.2094  13.7073  -3.8472  0.149
H  29.5851  9.8128  -6.2880  0.135
H  20.8836  12.5171  -2.0488  0.081
H  25.9464  8.6997  -7.1940  0.110
H  16.8341  6.1898  -7.6219  0.113
H  21.7923  6.0903  -1.6991  0.121
H  20.3988  3.0046  -2.3781  0.132
H  24.9207  9.2564  -1.9437  0.064
H  23.5622  3.2507  -4.8786  -0.092
H  26.7054  9.5807  -8.4599  0.131
H  17.8996  4.7011  -10.0354  0.147
H  18.1014  8.0626  -7.9536  0.142
H  17.7918  6.5885  -11.3510  0.114
H  19.6178  2.4639  -4.5280  0.117
H  29.1684  12.0012  -3.9340  0.077
H  19.7476  9.2376  -9.0838  0.098
H  29.7248  8.8154  -8.8276  0.139
H  22.5046  5.5313  -4.2712  0.111
H  20.9242  8.1382  -10.6302  0.117
H  26.5594  10.7270  -6.2402  0.088
H  24.5898  7.1392  -2.4777  0.131
H  19.1921  6.7316  -7.4965  0.137
H  22.5333  8.9498  -1.1933  0.099
H  18.5036  3.8681  -7.0808  0.045
H  28.0432  12.6613  -6.7170  0.124
H  19.5753  4.0003  -5.0212  0.084
H  29.8664  7.5395  -7.7320  0.129
H  27.7031  10.2555  -4.9258  0.106
H  29.2586  13.6103  -4.7678  0.082
H  28.0682  6.6841  -6.3283  0.104
H  26.5077  6.6439  -8.2365  0.080
H  20.1343  5.9264  -10.9788  0.142
H  28.9508  10.5688  -7.6766  0.140
H  28.6306  6.1487  -8.7504  0.114
H  27.0114  12.6935  -5.4178  0.085
H  24.2369  9.1758  -1.5534  -0.025
H  26.3043  7.8022  -9.6938  0.130
H  23.6843  8.1130  -0.2430  0.109
H  18.4572  8.1536  -10.9983  0.115
H  17.3630  4.2634  -5.8325  0.081
H  30.1059  12.2531  -5.3850  0.076
H  23.4895  5.5311  -1.3999  0.117
H  23.1896  7.8844  -3.2675  0.090
H  18.8298  4.8650  -8.5468  0.095
H  17.0752  7.6728  -10.0082  0.112
H  21.3868  2.0327  -5.8222  0.123
H  21.9924  7.4312  -9.4871  0.103
H  27.2482  7.9715  -5.5341  0.086
H  22.7339  3.6105  -1.0635  0.099
H  29.0979  7.8975  -5.3907  0.116
H  25.7061  9.1114  -3.5692  0.120
H  15.4272  3.8893  -7.3867  0.119
H  23.9381  4.9257  -3.5142  0.070
H  16.5102  3.4152  -8.6791  0.114
H  21.0995  12.3127  -5.0565  0.098
H  20.0959  13.7762  -3.0844  0.085
H  17.4647  2.6134  -6.5229  0.085
H  28.5058  7.1901  -10.2090  0.122
H  26.0350  11.6923  -3.4586  0.130
H  22.4806  2.0807  -2.0312  0.107
H  15.8439  5.6364  -9.0554  0.126
H  22.1026  10.0855  -3.5999  0.179
H  23.9766  2.9754  -2.2185  0.118
H  21.7470  3.7008  -6.2283  0.073
H  20.5575  5.4508  -9.2720  0.131

| no. | maximum force (eV/A) |
| --- | --- |
| 1 | 2.86 |
| 2 | 11.83 |